[1]
DFT (ωB97M-V/def2-TZVPD) results for a cluster of 3 separate species, C2H11IN2O5P2 in total.

```
23
C2H11IN2O5P2, DFT ωB97M-V/def2-TZVPD
O -1.40 -0.64 -2.23
P -0.09 -1.10 -1.29
P 1.17 0.82 -1.81
I -0.91 -0.18 0.81
H -1.47 -1.21 -3.01
H 1.46 0.18 -3.06
H -0.01 1.58 -1.67
H 1.98 0.64 -0.66
H 1.93 1.99 -2.22
C 4.82 -1.62 0.65
N 3.51 -1.54 -0.04
O 3.50 -1.54 -1.26
O 2.52 -1.47 0.66
H 5.60 -1.67 -0.10
H 4.90 -0.73 1.27
H 4.80 -2.50 1.28
C -4.79 0.73 1.49
N -4.40 1.99 2.20
O -4.57 3.04 1.62
O -3.94 1.87 3.31
H -5.17 1.00 0.51
H -3.90 0.12 1.43
H -5.54 0.24 2.11
```

Values from the calculation:
- SMILES string = C[N+](=O)[O-].C[N+](=O)[O-].OP([PH4])I
- E_HOMO (eV) = -7.44



[2]
DFT (ωB97M-V/def2-TZVPD) results for a structure of composition C20H41Br15O21S6.

```
103
C20H41Br15O21S6, DFT ωB97M-V/def2-TZVPD
O 0.11 -3.68 2.93
S 0.02 -5.12 2.89
O 0.17 -5.96 4.05
O -1.53 -5.51 2.25
C -2.13 -6.74 2.59
C -3.14 -7.14 1.50
C 1.10 -5.78 1.60
H -2.50 -6.73 3.61
H -1.43 -7.57 2.64
H -2.56 -7.41 0.62
H -3.94 -6.43 1.29
H -3.68 -8.05 1.73
H 2.12 -5.51 1.86
H 0.79 -5.33 0.65
H 0.91 -6.84 1.43
O -0.79 -2.24 0.00
S 0.27 -1.23 0.17
O 1.65 -1.55 -0.10
O -0.21 0.07 -0.81
C 0.74 1.12 -1.08
C -0.08 2.05 -1.97
C 0.11 -0.43 1.88
H 1.65 0.69 -1.48
H 1.12 1.73 -0.26
H -0.78 2.55 -1.31
H -0.64 1.52 -2.74
H 0.55 2.80 -2.45
H -0.90 -0.08 2.03
H 0.76 0.43 1.74
H 0.61 -1.01 2.66
O 2.12 4.50 0.14
S 2.10 5.93 -0.16
O 1.96 6.43 -1.53
O 0.81 6.61 0.69
C 0.44 7.99 0.35
C -0.24 8.49 1.60
C 3.46 6.69 0.77
H -0.26 8.02 -0.48
H 1.44 8.42 0.21
H 0.37 8.40 2.50
H -1.00 7.77 1.89
H -0.66 9.49 1.45
H 3.75 7.67 0.39
H 4.27 6.04 0.44
H 3.25 6.58 1.83
C -1.35 4.73 2.44
Br -0.51 5.28 4.08
Br -3.23 5.23 2.26
Br -1.19 2.83 2.30
H -0.78 5.18 1.62
C 5.04 -3.37 0.58
Br 4.99 -3.40 -1.40
Br 6.69 -2.41 1.13
Br 4.96 -5.25 1.21
H 4.16 -2.79 0.88
C -1.63 0.60 6.27
Br -2.07 2.45 5.68
Br -0.10 -0.11 5.15
Br -3.22 -0.55 6.17
H -1.27 0.63 7.30
C -2.82 6.29 -2.55
Br -2.68 8.18 -1.96
Br -4.74 5.77 -2.55
Br -1.63 5.18 -1.36
H -2.49 6.30 -3.59
C -3.82 0.28 -3.22
Br -3.45 2.19 -2.58
Br -3.38 -1.13 -1.81
Br -2.83 0.01 -4.95
H -4.89 0.13 -3.33
C 0.22 -2.92 -3.81
C 1.59 -2.28 -3.97
O 2.52 -3.30 -3.93
S 1.95 -4.62 -4.77
O 2.07 -5.91 -4.14
O 2.19 -4.55 -6.25
O 0.42 -4.09 -4.58
H -0.66 -2.39 -4.18
H 0.02 -3.25 -2.79
H 1.75 -1.65 -3.10
H 1.55 -1.78 -4.93
C 5.15 -0.66 -3.84
C 4.72 0.02 -2.46
O 3.94 1.14 -2.81
S 3.37 1.08 -4.35
O 3.98 2.07 -5.23
O 1.89 0.99 -4.36
O 4.02 -0.43 -4.60
H 5.39 -1.72 -3.92
H 6.08 -0.28 -4.27
H 5.59 0.25 -1.85
H 4.20 -0.80 -1.95
C -3.64 -2.05 3.32
C -3.84 -2.64 1.89
O -5.16 -2.92 1.71
S -6.03 -3.12 3.10
O -5.72 -4.42 3.72
O -7.44 -2.65 2.97
O -4.99 -1.96 3.81
H -3.22 -1.06 3.13
H -2.97 -2.62 3.96
H -3.20 -3.47 1.59
H -3.64 -1.88 1.14
```

Values from the calculation:
- net charge = -1
- multiplicity = 2
- E_HOMO (spin up / spin down) (eV) = -1.63 / -5.92
- expectation value of S² = 0.76



[3]
DFT (ωB97M-V/def2-TZVPD) results for a cluster of 2 separate species, C2H3BrO2 in total.

```
8
C2H3BrO2, DFT ωB97M-V/def2-TZVPD
C 0.61 -0.11 -0.14
C -0.79 0.26 0.33
O 1.17 0.03 -1.36
O 1.59 0.82 -0.26
Br -1.94 -1.04 -0.76
H 1.44 -1.23 0.65
H -1.17 1.23 0.12
H -0.92 0.04 1.41
```

Values from the calculation:
- E_HOMO (eV) = -10.65



[4]
DFT (ωB97M-V/def2-TZVPD) results for a structure of composition C37H49BBrIN8S4Ti.

```
102
C37H49BBrIN8S4Ti, DFT ωB97M-V/def2-TZVPD
Ti -2.51 0.40 -0.82
C -1.11 2.71 3.60
C -0.25 2.26 2.47
C 1.00 2.77 2.24
C 1.74 2.36 1.11
N 1.28 1.43 0.31
N 0.09 0.90 0.55
B -0.41 -0.23 -0.40
N 0.51 -0.42 -1.62
N 1.79 -0.72 -1.37
C 2.59 -0.94 -2.37
C 2.11 -0.91 -3.71
C 0.81 -0.57 -3.98
C 0.26 -0.49 -5.36
C 0.00 -0.30 -2.85
S -1.66 0.18 -3.05
C 4.04 -1.27 -2.07
C 4.28 -2.74 -2.43
C 4.95 -0.37 -2.93
C 4.36 -1.03 -0.60
N -0.42 -1.55 0.43
N 0.68 -1.75 1.15
C 0.75 -2.79 1.93
C -0.32 -3.70 2.02
C -1.44 -3.53 1.25
C -2.61 -4.46 1.29
C -1.47 -2.37 0.42
S -2.85 -1.97 -0.54
C 2.05 -2.95 2.69
C 3.04 -3.64 1.74
C 1.87 -3.80 3.95
C 2.59 -1.58 3.09
C -0.73 1.31 1.53
S -2.35 0.70 1.57
C 3.12 2.91 0.81
C 3.25 4.37 1.26
C 3.41 2.83 -0.69
C 4.12 2.05 1.60
H -0.62 3.49 4.17
H -1.33 1.87 4.27
H -2.06 3.09 3.23
H 1.40 3.52 2.91
H 2.78 -1.14 -4.52
H 1.02 -0.77 -6.09
H -0.08 0.52 -5.58
H -0.60 -1.15 -5.48
H 4.06 -2.95 -3.47
H 3.66 -3.40 -1.81
H 5.32 -3.00 -2.24
H 4.85 -0.57 -4.00
H 5.98 -0.56 -2.67
H 4.74 0.68 -2.76
H 3.65 -1.54 0.06
H 4.32 0.03 -0.37
H 5.36 -1.39 -0.39
H -0.27 -4.54 2.69
H -2.41 -5.28 1.97
H -2.81 -4.87 0.30
H -3.50 -3.93 1.61
H 2.73 -4.67 1.54
H 4.03 -3.68 2.20
H 3.12 -3.11 0.79
H 1.60 -4.83 3.72
H 1.12 -3.38 4.62
H 2.81 -3.85 4.49
H 2.74 -0.94 2.22
H 3.55 -1.70 3.59
H 1.91 -1.08 3.78
H 2.46 4.99 0.85
H 4.20 4.77 0.89
H 3.26 4.48 2.34
H 2.82 3.56 -1.23
H 3.19 1.84 -1.09
H 4.46 3.05 -0.86
H 3.97 2.17 2.68
H 5.14 2.36 1.37
H 4.01 1.00 1.36
C -6.84 -1.69 -0.27
N -6.20 -1.86 -1.57
C -6.33 -2.94 -2.40
C -5.56 -2.71 -3.49
N -4.97 -1.49 -3.30
C -5.36 -0.97 -2.13
S -4.92 0.55 -1.48
H -7.31 -2.63 0.00
H -7.60 -0.91 -0.33
H -6.08 -1.42 0.47
H -6.96 -3.77 -2.15
H -5.39 -3.31 -4.36
H -4.33 -1.02 -3.94
Br -1.06 6.04 0.75
C -2.87 5.52 0.70
C -3.78 6.27 1.43
C -5.12 5.94 1.42
C -5.57 4.85 0.68
C -4.67 4.10 -0.05
C -3.32 4.43 -0.04
I -2.03 3.28 -1.23
H -3.43 7.13 1.99
H -5.82 6.54 1.98
H -6.62 4.59 0.67
H -5.02 3.26 -0.65
```

Values from the calculation:
- net charge = +2
- E_HOMO (eV) = -12.86



[5]
DFT (ωB97M-V/def2-TZVPD) results for the molecule C4H10FNO.

```
17
C4H10FNO, DFT ωB97M-V/def2-TZVPD
C -0.03 1.89 -0.13
C -0.87 0.61 -0.34
C 1.30 -1.12 0.27
C -0.18 -0.81 0.59
N -1.02 -1.87 0.22
O 1.83 -0.60 -0.95
F -0.48 -0.63 1.95
H 0.96 1.86 -0.55
H 0.04 2.15 0.91
H -0.70 2.64 -0.78
H -1.98 0.67 0.06
H -0.73 0.25 -1.34
H 1.96 -0.73 1.10
H 1.34 -2.20 0.22
H -1.80 -2.04 0.88
H -0.63 -2.80 0.02
H 1.19 -0.68 -1.65
```

Values from the calculation:
- multiplicity = 3
- E_HOMO (spin up / spin down) (eV) = -3.28 / -11.29
- expectation value of S² = 2.01



[6]
DFT (ωB97M-V/def2-TZVPD) results for a structure of composition C5H2N2O2.

```
11
C5H2N2O2, DFT ωB97M-V/def2-TZVPD
C 0.40 1.37 -0.43
C -1.12 1.63 -0.35
C -0.57 -0.42 0.41
C 0.61 -2.08 0.36
C 0.69 0.12 0.33
H -1.57 2.57 -0.59
H 1.07 -3.02 0.19
N -1.69 0.56 0.18
N -0.60 -1.69 0.72
O 1.36 2.05 -0.85
O 1.43 -1.08 0.01
```

Values from the calculation:
- E_HOMO (eV) = -9.92



[7]
DFT (ωB97M-V/def2-TZVPD) results for the molecule C7H6O3.

```
16
C7H6O3, DFT ωB97M-V/def2-TZVPD
C 1.16 -0.81 0.00
C 1.65 0.49 -0.04
C 0.98 1.73 -0.06
C -0.41 1.93 0.03
C -1.43 0.96 0.03
C -1.37 -0.45 0.03
C -0.19 -1.29 -0.02
H 1.66 -2.61 -0.05
H 2.72 0.55 -0.03
H 1.63 2.58 -0.11
H -0.77 2.96 0.08
H -2.44 1.35 0.04
H -2.41 -2.04 0.11
O 2.15 -1.79 0.09
O -2.55 -1.08 -0.02
O -0.38 -2.49 -0.07
```

Values from the calculation:
- SMILES string = O=c1c(O)ccccc1O
- E_HOMO (eV) = -8.29



[8]
DFT (ωB97M-V/def2-TZVPD) results for a cluster of 3 separate species, CH10N2O2 in total.

```
15
CH10N2O2, DFT ωB97M-V/def2-TZVPD
N 0.66 -2.40 0.78
C -0.15 -1.16 0.50
N 0.48 0.16 0.40
H 1.00 -2.40 1.72
H 1.53 -2.25 0.24
H -0.33 -1.35 -0.58
H -1.07 -1.27 1.16
H 0.56 0.48 1.36
H -0.14 0.86 -0.10
H -4.32 1.50 -1.13
H -2.99 2.21 -1.19
O -3.36 1.33 -1.17
H 3.17 1.98 -0.51
H 2.10 1.04 -0.42
O 2.86 1.27 -1.03
```

Values from the calculation:
- SMILES string = NCN.O.O
- E_HOMO (eV) = -9.97



[9]
DFT (ωB97M-V/def2-TZVPD) results for a structure of composition C22H15Cl2CoN5OS.

```
47
C22H15Cl2CoN5OS, DFT ωB97M-V/def2-TZVPD
Co -0.26 0.94 0.86
S 1.89 0.44 0.54
C 1.87 -0.96 1.57
N 2.82 -1.82 1.73
N 3.90 -1.66 1.00
C 4.99 -2.54 1.12
C 4.97 -3.60 2.01
C 6.07 -4.44 2.09
C 7.19 -4.22 1.29
C 7.20 -3.16 0.40
C 6.10 -2.32 0.31
N 0.79 -1.22 2.41
N -0.21 -0.48 2.23
C -1.19 -0.61 3.28
C -0.76 -0.93 4.57
C -1.68 -1.03 5.59
C -3.03 -0.79 5.35
C -3.45 -0.45 4.07
C -2.53 -0.35 3.04
H 3.96 -0.89 0.35
H 4.10 -3.77 2.63
H 6.06 -5.27 2.79
H 8.04 -4.88 1.37
H 8.06 -2.98 -0.23
H 6.11 -1.48 -0.38
H 0.30 -1.10 4.75
H -1.34 -1.27 6.59
H -3.74 -0.87 6.16
H -4.49 -0.26 3.88
H -2.87 -0.06 2.05
Cl -1.23 5.62 -0.20
C -2.18 4.20 -0.49
C -3.48 4.36 -1.00
C -4.26 3.28 -1.29
Cl -5.86 3.50 -1.94
C -3.78 1.97 -1.05
C -4.48 0.77 -1.32
C -3.89 -0.44 -1.04
C -2.63 -0.46 -0.42
N -1.97 0.64 -0.14
C -2.50 1.85 -0.50
C -1.61 2.96 -0.26
O -0.41 2.71 0.15
H -3.85 5.36 -1.18
H -5.46 0.82 -1.77
H -4.39 -1.37 -1.26
H -2.17 -1.40 -0.13
```

Values from the calculation:
- multiplicity = 2
- E_HOMO (spin up / spin down) (eV) = -7.55 / -7.67
- expectation value of S² = 0.97



[10]
DFT (ωB97M-V/def2-TZVPD) results for a structure of composition C22H34BN6PdS4.

```
68
C22H34BN6PdS4, DFT ωB97M-V/def2-TZVPD
Pd 0.07 0.19 0.81
C 4.52 -0.11 -2.29
C 3.59 1.09 -2.49
C 4.22 2.02 -3.53
C 2.20 0.65 -2.97
N 3.43 1.80 -1.21
C 3.70 3.12 -0.99
C 3.35 3.40 0.29
N 2.86 2.26 0.88
B 2.27 2.32 2.30
N 0.85 2.94 2.27
C 0.29 3.43 3.42
C -0.99 3.77 3.15
N -1.24 3.48 1.84
C -0.11 2.93 1.32
S 0.12 2.48 -0.31
C -2.50 3.72 1.11
C -2.22 4.68 -0.04
C -3.05 2.38 0.61
C -3.52 4.36 2.05
N 2.22 0.92 2.92
C 3.39 0.25 3.16
C 3.11 -1.02 3.51
N 1.74 -1.17 3.50
C 1.20 0.03 3.12
S -0.46 0.44 3.26
C 1.04 -2.45 3.62
C 2.00 -3.54 4.12
C 0.54 -2.81 2.21
C -0.12 -2.35 4.61
C 2.90 1.29 -0.07
S 2.42 -0.33 0.15
H 4.73 -0.57 -3.26
H 4.07 -0.86 -1.64
H 5.46 0.21 -1.85
H 4.36 1.46 -4.45
H 5.19 2.37 -3.21
H 3.57 2.86 -3.75
H 2.26 0.16 -3.94
H 1.55 1.52 -3.06
H 1.74 -0.03 -2.27
H 4.10 3.77 -1.73
H 3.42 4.32 0.83
H 2.97 3.01 2.97
H 0.84 3.48 4.33
H -1.73 4.16 3.81
H -1.55 4.23 -0.77
H -1.76 5.60 0.33
H -3.15 4.93 -0.54
H -2.41 1.93 -0.15
H -4.04 2.53 0.17
H -3.15 1.68 1.43
H -3.15 5.29 2.47
H -3.78 3.67 2.86
H -4.42 4.58 1.49
H 4.34 0.75 3.05
H 3.78 -1.82 3.75
H 2.79 -3.73 3.40
H 1.44 -4.46 4.25
H 2.43 -3.27 5.08
H 1.39 -2.94 1.54
H -0.11 -2.02 1.81
H -0.04 -3.73 2.22
H 0.21 -1.91 5.55
H -0.51 -3.35 4.81
H -0.93 -1.75 4.22
S -2.34 -2.02 -0.65
C -1.53 -0.83 -0.03
```

Values from the calculation:
- multiplicity = 2
- E_HOMO (spin up / spin down) (eV) = -6.66 / -6.43
- expectation value of S² = 0.76



Let's list F_max in order: 0.4; 4.9; 5.4; 0.7; 3.2; 5.8; 2.5; 3.1; 0.6; 2.4 eV Å⁻¹.